[1]
DFT (the ωB97M-V functional and the def2-TZVPD basis) results for 13 unconnected molecules or ions with the total composition C5H33NO14.

Computed properties:
Energy, Ha: -1318.3100
HOMO, eV: -8.235
ΔE to the lowest compared entry with this formula, charge and spin, kJ/mol: 556.33
Lowest unoccupied orbital energy, eV: -0.21

Geometry as ORCA input:
```
! RIJCOSX wB97M-V def2-TZVPD def2/J DEFGRID3
* xyz 0 1
O -0.47 0.75 0.31
C -0.50 0.39 -0.87
O -0.52 -1.04 -1.04
C -0.37 1.20 -2.18
C 1.03 1.09 -2.80
C 2.13 1.96 -2.22
C 3.38 1.99 -2.80
N 1.94 2.52 -0.93
H -2.42 3.59 -0.08
H -0.51 2.35 -1.93
H -1.23 0.82 -2.84
H 1.47 0.09 -2.69
H 0.90 1.14 -3.96
H 4.21 2.47 -2.47
H 3.41 1.52 -3.73
H 1.13 2.54 -0.45
H 2.62 3.08 -0.50
H 1.32 -3.43 -3.07
H 2.15 -2.30 -2.38
O 1.15 -2.57 -2.60
H -1.39 -4.34 -0.97
H -1.79 -3.68 -2.12
O -1.73 -4.55 -1.77
H 4.57 1.46 0.50
H 5.48 0.34 0.73
O 5.03 0.72 0.00
H 1.63 -1.96 3.33
H 1.49 -1.03 1.95
O 0.98 -1.36 2.84
H -2.61 2.43 1.04
H -0.29 0.40 2.89
O -2.86 2.66 0.07
H 3.76 -0.78 0.51
H 2.72 0.39 0.61
O 3.00 -0.46 0.95
H 0.41 0.77 4.06
H -5.02 0.67 1.00
O -0.30 1.10 3.47
H -3.27 0.65 -0.47
H -3.79 -0.78 -0.66
O -3.61 -0.02 -1.09
H -0.99 -3.71 2.19
H 0.18 -2.77 2.34
O 0.04 -3.73 2.25
H -3.17 -2.10 1.84
H -3.71 -2.68 0.66
O -3.05 -2.84 1.25
H -4.23 0.58 2.43
H -0.52 -1.43 -0.19
O -4.35 0.22 1.48
H -0.10 2.90 2.60
H 1.29 3.73 2.36
O 0.27 3.84 2.54
*
```

=====

[2]
DFT (the ωB97M-V functional and the def2-TZVPD basis) results for 2 unconnected molecules or ions with the total composition C4H9NSi.

Computed properties:
Energy, Ha: -501.9366
HOMO (spin up / spin down), eV: -8.774 / -8.775
ΔE to the lowest compared entry with this formula, charge and spin, kJ/mol: 378.87
Lowest unoccupied orbital energy (spin up / spin down), eV: -0.53 / -0.53

Geometry as ORCA input:
```
! RIJCOSX wB97M-V def2-TZVPD def2/J DEFGRID3
* xyz 0 1
C 0.57 -1.66 -0.11
C -2.20 -0.18 -0.01
C -1.06 0.70 0.33
C 0.90 -0.43 -0.64
N 0.26 -2.66 0.38
Si 2.26 0.64 0.08
H -2.48 -0.09 -1.06
H -1.96 -1.22 0.21
H -3.06 0.09 0.60
H -0.71 0.68 1.34
H -0.93 1.63 -0.20
H 0.61 -0.28 -1.67
H 2.37 0.39 1.52
H 1.90 2.04 -0.20
H 3.54 0.34 -0.57
*
```

=====

[3]
DFT (the ωB97M-V functional and the def2-TZVPD basis) results for 2 unconnected molecules or ions with the total composition C4H12.

Computed properties:
Energy, Ha: -159.5620
SMILES: CC.CC
HOMO, eV: -11.509
ΔE to the lowest compared entry with this formula, charge and spin, kJ/mol: 60.41
Lowest unoccupied orbital energy, eV: 1.16

Geometry as ORCA input:
```
! RIJCOSX wB97M-V def2-TZVPD def2/J DEFGRID3
* xyz 0 1
C 0.61 -2.81 0.15
C 0.09 -1.36 -0.18
H -0.11 -3.28 0.80
H 0.65 -3.36 -0.79
H 1.60 -2.70 0.58
H 0.43 -1.08 -1.18
H 0.65 -0.63 0.40
H -0.97 -1.28 -0.02
C -1.08 1.98 -0.31
C 0.35 2.20 0.36
H -0.92 2.19 -1.36
H -1.49 0.98 -0.23
H -1.66 2.72 0.23
H 0.71 3.05 -0.21
H 0.96 1.35 0.05
H 0.29 2.23 1.43
*
```

=====

[4]
DFT (the ωB97M-V functional and the def2-TZVPD basis) results for a single C5H8N2 molecule.

Computed properties:
Energy, Ha: -304.8035
SMILES: Cc1cn(C)cn1
HOMO, eV: -8.482
ΔE to the lowest compared entry with this formula, charge and spin, kJ/mol: 83.88
Lowest unoccupied orbital energy, eV: 0.87

Geometry as ORCA input:
```
! RIJCOSX wB97M-V def2-TZVPD def2/J DEFGRID3
* xyz 0 1
C 1.21 1.28 1.29
N 0.04 0.42 1.14
C -1.15 0.90 0.67
N -1.69 0.15 -0.26
C -0.76 -0.86 -0.47
C -0.56 -1.46 -1.82
C 0.25 -0.76 0.43
H 1.67 1.44 0.31
H 0.90 2.25 1.69
H 1.94 0.82 1.95
H -1.58 1.82 1.04
H -1.48 -1.49 -2.40
H 0.11 -0.75 -2.31
H -0.06 -2.43 -1.80
H 1.15 -1.34 0.54
*
```

=====

[5]
DFT (the ωB97M-V functional and the def2-TZVPD basis) results for a single C5H4S2 molecule.

Computed properties:
Energy, Ha: -989.2648
SMILES: C=C1C=CC(=S)S1
HOMO, eV: -8.603
ΔE to the lowest compared entry with this formula, charge and spin, kJ/mol: 0.53
Lowest unoccupied orbital energy, eV: -1.05

Geometry as ORCA input:
```
! RIJCOSX wB97M-V def2-TZVPD def2/J DEFGRID3
* xyz 0 1
C 2.01 -0.77 0.00
C 0.72 -0.45 0.00
C -1.83 -0.33 0.00
C -1.17 0.97 0.00
C 0.18 0.91 0.00
H 2.32 -1.80 0.01
H 2.78 0.01 0.00
H -1.80 1.89 0.00
H 0.85 1.77 -0.01
S -0.62 -1.60 0.00
S -3.44 -0.59 0.00
*
```

=====

[6]
DFT (the ωB97M-V functional and the def2-TZVPD basis) results for a single C5H6N2O molecule.

Computed properties:
Energy, Ha: -378.7326
SMILES: N#CCN1CCC1=O
HOMO, eV: -10.105
ΔE to the lowest compared entry with this formula, charge and spin, kJ/mol: 363.17
Lowest unoccupied orbital energy, eV: 0.31

Geometry as ORCA input:
```
! RIJCOSX wB97M-V def2-TZVPD def2/J DEFGRID3
* xyz 0 1
C 1.31 -0.13 0.84
C 1.64 -0.53 -0.64
C 0.11 -0.59 -0.77
C -1.47 0.15 0.97
C -1.59 1.47 0.12
H 2.05 0.30 -1.44
H 2.02 -1.47 -1.00
H -0.14 -1.70 -1.09
H -0.39 0.03 -1.51
H -1.71 0.40 2.07
H -2.32 -0.38 0.63
N -0.18 -0.49 0.66
N -1.30 2.51 -0.61
O 1.98 0.40 1.78
*
```

=====

[7]
DFT (the ωB97M-V functional and the def2-TZVPD basis) results for 4 unconnected molecules or ions with the total composition C4H18N2O4.

Computed properties:
Energy, Ha: -573.6423
SMILES: NC[C@H](N)CCO.O.O.O
HOMO, eV: -9.182
ΔE to the lowest compared entry with this formula, charge and spin, kJ/mol: 53.52
Lowest unoccupied orbital energy, eV: 0.24

Geometry as ORCA input:
```
! RIJCOSX wB97M-V def2-TZVPD def2/J DEFGRID3
* xyz 0 1
N -0.31 -0.76 -0.50
C -0.58 -1.24 0.87
C -1.15 -0.05 1.68
C -2.54 0.38 1.21
O -2.52 1.48 0.30
C 0.84 -1.53 1.49
N 1.76 -0.43 1.30
H -1.14 -0.45 -1.00
H 0.12 -1.55 -0.96
H -1.67 1.59 -0.12
H -1.18 -2.14 0.90
H -0.49 0.79 1.70
H -1.28 -0.49 2.68
H -3.07 -0.42 0.70
H -3.11 0.71 2.07
H 1.09 -2.40 0.86
H 0.75 -1.86 2.52
H 2.68 -0.82 1.13
H 1.47 0.07 0.47
H 2.06 3.10 -1.45
H 1.66 3.28 -0.04
O 2.34 3.57 -0.66
H -0.26 2.00 -3.02
H 0.17 1.35 -1.66
O 0.45 1.92 -2.38
H 0.60 -4.28 -2.08
H 0.98 -3.06 -2.86
O 1.10 -3.47 -2.00
*
```

=====

[8]
DFT (the ωB97M-V functional and the def2-TZVPD basis) results for a gas-phase ion, C7H14N3 (charge +1).

Computed properties:
Energy, Ha: -439.0294
SMILES: CC[N+](C)(C)c1ccn[nH]1
HOMO, eV: -13.632
ΔE to the lowest compared entry with this formula, charge and spin, kJ/mol: 416.91
Lowest unoccupied orbital energy, eV: -2.77

Geometry as ORCA input:
```
! RIJCOSX wB97M-V def2-TZVPD def2/J DEFGRID3
* xyz 1 1
C 2.47 0.73 -0.28
C 2.88 2.03 -0.39
C 1.17 0.88 0.17
C -1.37 0.39 -1.63
C -1.10 0.11 1.36
C 0.59 -1.52 1.11
C -0.56 -0.65 -0.92
N 1.86 2.88 -0.08
N 0.80 2.15 0.18
N -0.03 -0.33 0.48
H 2.99 -0.20 -0.54
H 3.79 2.37 -0.96
H -1.62 1.13 -0.85
H -0.83 0.95 -2.35
H -2.31 -0.05 -2.01
H -1.56 -0.80 1.80
H -0.69 0.91 2.13
H -1.91 0.69 0.92
H -0.21 -2.03 1.73
H 0.72 -2.21 0.22
H 1.38 -1.20 1.76
H 0.38 -0.81 -1.48
H -1.06 -1.63 -0.77
H -0.16 2.66 0.32
*
```

=====

[9]
DFT (the ωB97M-V functional and the def2-TZVPD basis) results for 11 unconnected molecules or ions with the total composition C21H63N17O13.

Computed properties:
Expectation value of S²: 0.75
Energy, Ha: -2746.7400
HOMO (spin up / spin down), eV: -10.471 / -10.471
Lowest unoccupied orbital energy (spin up / spin down), eV: -2.41 / -6.89

Geometry as ORCA input:
```
! RIJCOSX wB97M-V def2-TZVPD def2/J DEFGRID3
* xyz 1 2
C 3.57 -2.98 0.86
C 2.14 -3.33 0.31
O 2.00 -3.01 -1.07
O 3.77 -1.58 0.59
H 4.35 -3.53 0.33
H 3.73 -3.11 1.93
H 1.42 -2.69 0.81
H 1.82 -4.35 0.52
H 2.06 -2.08 -1.27
H 3.82 -1.42 -0.35
C 3.09 5.71 -0.50
C 1.93 6.63 -0.50
O 0.67 6.10 -1.06
O 2.75 4.45 0.08
H 3.79 6.12 0.22
H 3.56 5.42 -1.44
H 2.32 7.42 -1.15
H 1.72 6.97 0.51
H 0.92 5.67 -1.88
H 1.84 4.43 0.39
C 0.17 -1.19 -4.21
O -0.39 -0.69 -3.26
N -0.43 -1.72 -5.25
N 1.45 -1.26 -4.28
H -1.43 -1.79 -5.28
H 0.29 -2.10 -5.85
H 1.85 -0.69 -3.55
H 1.82 -1.60 -5.16
C 0.81 4.13 3.18
O 0.83 3.44 2.19
N 1.12 3.70 4.38
N 0.42 5.29 3.28
H 1.01 4.33 5.16
H 1.15 2.70 4.49
H -0.08 5.70 2.50
H 0.24 5.67 4.19
C -3.45 1.46 -0.42
O -2.51 1.20 0.24
N -4.52 0.67 -0.45
N -3.49 2.46 -1.28
H -4.48 -0.12 0.18
H -5.35 0.81 -1.01
H -2.66 2.95 -1.60
H -4.33 2.66 -1.81
C 1.67 0.32 -0.66
O 2.36 -0.29 -1.48
N 2.18 1.09 0.25
N 0.38 0.25 -0.63
H 1.70 1.71 0.88
H 3.11 1.38 0.00
H -0.10 0.93 -0.06
H -0.10 -0.27 -1.34
C 2.63 0.57 3.64
O 2.31 0.94 4.70
N 3.74 0.94 3.07
N 1.92 -0.27 2.90
H 3.93 0.62 2.13
H 3.98 1.88 3.36
H 2.21 -0.50 1.96
H 1.01 -0.61 3.18
C 3.06 1.81 -4.19
O 3.23 2.45 -5.14
N 3.76 0.78 -3.91
N 2.18 2.15 -3.31
H 4.31 0.18 -4.51
H 3.65 0.44 -2.97
H 1.90 3.12 -3.28
H 1.98 1.55 -2.53
C -1.38 0.36 3.63
O -0.63 -0.19 4.41
N -2.62 -0.11 3.48
N -1.13 1.27 2.71
H -3.21 0.25 2.75
H -2.93 -0.92 3.99
H -1.80 1.43 1.97
H -0.28 1.78 2.87
C 5.45 2.18 0.48
O 4.71 1.64 -0.27
N 5.34 3.40 0.96
N 6.50 1.64 0.92
H 6.03 3.86 1.53
H 4.47 3.80 0.62
H 6.71 0.72 0.55
H 7.11 2.36 1.29
C -5.99 -4.20 0.57
C -4.85 -4.69 -0.35
C -4.98 -4.00 -1.69
C -4.49 -2.55 -1.76
C -3.08 -2.59 -1.36
C -2.86 -3.18 0.06
N -3.52 -4.47 0.16
O -3.22 -5.03 1.34
C -1.29 -3.19 0.18
C -3.29 -2.16 1.11
C -5.08 -6.18 -0.87
H -5.65 -4.19 1.61
H -6.81 -4.91 0.56
H -6.44 -3.22 0.41
H -4.40 -4.57 -2.42
H -6.03 -3.98 -1.95
H -5.10 -2.13 -0.97
H -4.71 -2.08 -2.72
H -2.58 -1.62 -1.37
H -2.49 -3.12 -2.11
H -0.70 -2.28 0.10
H -0.97 -3.53 1.17
H -0.96 -3.99 -0.47
H -3.23 -2.59 2.11
H -2.64 -1.29 1.05
H -4.33 -1.82 1.08
H -4.18 -6.54 -1.36
H -5.80 -6.13 -1.69
H -5.49 -6.87 -0.13
H -3.45 -4.37 2.00
*
```

=====

[10]
DFT (the ωB97M-V functional and the def2-TZVPD basis) results for a single C6H4O molecule.

Computed properties:
Energy, Ha: -306.0176
HOMO, eV: -9.894
ΔE to the lowest compared entry with this formula, charge and spin, kJ/mol: 509.21
Lowest unoccupied orbital energy, eV: -0.66

Geometry as ORCA input:
```
! RIJCOSX wB97M-V def2-TZVPD def2/J DEFGRID3
* xyz 0 1
C 2.74 -0.16 1.43
C 1.78 -0.11 0.49
C -0.22 0.13 -0.20
C 0.88 -0.12 -0.87
C 1.14 -0.35 -2.27
C 0.33 0.02 1.17
O 2.18 -0.22 -2.86
H -1.10 0.39 -0.70
H 0.16 -0.91 -2.62
H 0.14 -0.87 1.77
H 0.14 0.75 1.84
*
```

=====

[11]
DFT (the ωB97M-V functional and the def2-TZVPD basis) results for a molecular structure, C12H32CrN6.

Computed properties:
Expectation value of S²: 3.78
Energy, Ha: -1848.5400
HOMO (spin up / spin down), eV: -18.770 / -18.927
ΔE to the lowest compared entry with this formula, charge and spin, kJ/mol: 0.00
Lowest unoccupied orbital energy (spin up / spin down), eV: -11.84 / -10.62

Geometry as ORCA input:
```
! RIJCOSX wB97M-V def2-TZVPD def2/J DEFGRID3
* xyz 3 4
Cr 0.69 0.56 0.41
N 2.62 -0.10 -0.21
C 3.61 0.97 0.12
C 2.92 2.31 -0.07
N 1.66 2.34 0.73
C 1.96 2.55 2.19
C 1.13 1.63 3.07
N 1.09 0.27 2.45
C 0.73 3.39 0.21
C -0.65 3.22 0.82
N -1.06 1.79 0.65
H 2.97 -1.00 0.12
H 2.61 -0.21 -1.23
H 4.50 0.92 -0.51
H 3.94 0.83 1.15
H 2.66 2.43 -1.12
H 3.59 3.14 0.19
H 1.80 3.59 2.47
H 3.02 2.34 2.36
H 0.11 1.98 3.19
H 1.57 1.59 4.07
H 0.42 -0.31 2.95
H 1.99 -0.19 2.59
H 0.66 3.26 -0.88
H 1.12 4.40 0.39
H -1.34 3.90 0.33
H -0.65 3.47 1.87
H -1.63 1.72 -0.20
H -1.72 1.53 1.39
C -2.70 -3.19 0.69
C -1.59 -3.60 -0.28
N -1.37 -2.63 -1.37
C -1.93 -2.97 -2.69
C -3.40 -2.58 -2.85
C -0.76 -1.49 -1.15
C -0.57 -0.51 -2.28
N -0.24 -1.13 0.03
H -2.77 -3.93 1.49
H -3.67 -3.16 0.19
H -2.53 -2.21 1.15
H -1.85 -4.55 -0.73
H -0.65 -3.76 0.25
H -1.82 -4.04 -2.82
H -1.33 -2.49 -3.47
H -4.03 -3.16 -2.17
H -3.72 -2.81 -3.86
H -3.56 -1.52 -2.66
H 0.06 -0.93 -3.07
H -0.06 0.39 -1.90
H -1.51 -0.21 -2.73
H -0.37 -1.83 0.75
*
```

=====

[12]
DFT (the ωB97M-V functional and the def2-TZVPD basis) results for a single C7H8FNO2 molecule.

Computed properties:
Expectation value of S²: 2.01
Energy, Ha: -576.3513
HOMO (spin up / spin down), eV: -6.105 / -10.905
ΔE to the lowest compared entry with this formula, charge and spin, kJ/mol: 279.38
Lowest unoccupied orbital energy (spin up / spin down), eV: 0.25 / -2.92

Geometry as ORCA input:
```
! RIJCOSX wB97M-V def2-TZVPD def2/J DEFGRID3
* xyz 0 3
C 1.37 -1.57 0.21
C 2.03 -0.20 0.18
C 0.02 -1.61 0.17
C 1.42 0.93 -0.18
C -0.82 -0.43 0.08
C -0.10 0.96 -0.48
C -1.51 -0.12 1.39
N -0.52 1.29 -1.94
O -0.47 0.37 -2.75
O -1.02 2.36 -2.15
F -0.58 2.11 0.16
H 1.93 -2.45 0.36
H 3.10 -0.15 0.40
H -0.42 -2.64 0.08
H 2.12 1.82 -0.15
H -1.58 -0.67 -0.70
H -0.70 0.11 2.23
H -2.09 -0.85 1.88
H -2.17 0.72 1.22
*
```